Entry 1:
C15H22MgN5O4S2 | ωB97M-V with the def2-TZVPD basis set

Element x y z (Å)
S -0.34 -1.32 2.38
S 0.72 2.56 1.45
Mg -1.26 -0.10 0.39
O -0.09 3.62 1.97
O -4.66 1.07 -1.59
O -2.67 0.24 -0.90
O 1.32 2.71 0.16
N -4.27 0.85 0.57
N 0.06 -1.03 -1.10
N 1.65 -2.12 -2.81
N -3.38 0.54 1.60
N -0.17 1.14 1.47
C 2.97 2.65 3.18
C -3.81 0.70 -0.68
C -0.37 -0.73 -2.50
C 1.57 0.69 3.00
C 1.89 1.99 2.64
C 3.43 0.65 4.46
C 2.34 0.00 3.91
C 2.40 -1.21 -1.95
C -4.28 0.95 -2.99
C 0.36 0.22 2.29
C 1.02 -3.15 -2.00
C 0.61 -1.37 -3.51
C 3.74 1.96 4.10
C 0.10 -2.52 -0.93
C 1.45 -0.52 -0.93
H 2.90 -0.47 -2.57
H 0.09 -2.05 -4.18
H 3.17 -1.78 -1.44
H 1.09 -0.60 -4.13
H -1.38 -1.13 -2.62
H -5.20 0.75 -3.53
H 4.05 0.13 5.19
H 1.76 -0.72 0.09
H -0.42 0.35 -2.60
H -3.84 1.89 -3.31
H -0.92 -2.89 -1.00
H -3.13 1.38 2.11
H -3.57 0.14 -3.12
H 0.45 -3.81 -2.66
H 3.21 3.67 2.89
H 4.60 2.44 4.55
H -5.18 1.25 0.74
H 0.46 -2.72 0.07
H 1.80 -3.75 -1.53
H -3.79 -0.13 2.24
H 1.44 0.56 -1.06
H 2.08 -1.02 4.19

Properties
- Electronic energy: -58665.08764 eV
- E_HOMO: -11.12 eV
- Charge: +1
- LUMO level: -3.3 eV
- Gap between HOMO and LUMO: 7.862 eV
- Max |F|: 0.8 eV Å⁻¹
- Energy relative to the best compared isomer or geometry (same formula, charge and spin): 3.9 kcal/mol

Löwdin population analysis, charges in e, atoms 1 to 5: number 1, S, carries 0.7406; number 2, S, carries 0.6652; number 3, Mg, carries 0.5869; number 4, O, carries -0.2619; number 5, O, carries 0.0401

***

Entry 2:
C15H22MnN2OP | ωB97M-V with the def2-TZVPD basis set

Element x y z (Å)
Mn 0.77 3.13 0.79
P 3.08 3.03 1.89
O 0.86 -1.46 1.96
N -0.35 1.60 -0.25
N -0.71 -2.98 1.32
C -1.42 -3.57 0.17
C -2.08 -0.54 -0.05
C -2.77 -4.06 0.63
C -1.52 1.65 -0.93
C 1.86 4.05 -3.44
C 0.12 0.40 0.16
C -0.08 -3.97 2.21
C 0.67 4.52 -1.47
C -0.24 4.53 -2.60
C -2.43 0.59 -0.81
C 1.99 4.20 -2.03
C 1.32 -4.41 1.77
C -0.15 -1.73 1.28
C 0.49 4.20 -3.80
C -0.75 -0.65 0.41
H -2.83 -1.33 0.13
H -0.01 -3.50 3.20
H 2.69 3.80 -4.10
H -1.68 2.55 -1.52
H -0.77 -4.82 2.25
H -2.66 -4.93 1.29
H -3.29 -3.29 1.20
H 1.65 -5.23 2.42
H 4.24 3.25 1.09
H 2.88 4.07 -1.40
H -1.54 -2.81 -0.61
H -0.83 -4.39 -0.24
H 2.01 -3.56 1.87
H 3.13 4.01 2.95
H -3.39 -4.36 -0.21
H 1.31 -4.76 0.73
H 3.31 1.79 2.61
H -1.30 4.73 -2.54
H 0.59 5.28 -0.66
H 1.17 0.34 0.40
H 0.05 3.92 -4.78
H -3.40 0.70 -1.28

Properties
- Electronic energy: -61543.73133 eV
- E_HOMO (alpha / beta): -6.15 / -5.56 eV
- Charge: 0
- LUMO level (alpha / beta): -0.4 / -0.4 eV
- Gap between HOMO and LUMO (alpha / beta): 5.741 / 5.141 eV
- <S²>: 6.309
- Max |F|: 2.0 eV Å⁻¹
- Energy relative to the best compared isomer or geometry (same formula, charge and spin): 15.0 kcal/mol
- Spin multiplicity: 5

Löwdin population analysis, charges in e, atoms 1 to 5: number 1, Mn, carries 0.4548; number 2, P, carries 0.6566; number 3, O, carries 0.0244; number 4, N, carries -0.0382; number 5, N, carries -0.0631

***

Entry 3:
C15H22N2O3S | ωB97M-V with the def2-TZVPD basis set

Element x y z (Å)
S 0.52 -2.23 -0.91
O -4.08 -2.38 -0.07
O 4.30 0.88 -2.15
O -4.26 2.46 -0.45
N 2.11 -0.85 0.75
N -0.09 -0.29 0.54
C -4.28 -0.03 -0.37
C 3.16 -1.57 0.43
C -3.55 -1.30 -0.08
C -1.55 -0.23 0.25
C -3.51 1.15 -0.37
C -3.63 3.59 -0.58
C 3.09 1.10 1.34
C 2.33 0.13 1.78
C -2.21 0.96 0.16
C 4.00 -0.51 -0.20
C 4.48 0.70 0.58
C 3.51 0.03 -1.61
C 0.78 -1.12 0.26
C -5.57 -2.51 -0.23
C -2.21 -1.49 0.04
H -5.98 -2.04 -1.07
H -6.29 -1.99 0.46
H -1.69 -2.35 0.52
H 4.96 1.25 0.09
H 5.12 0.36 1.46
H -3.04 3.53 0.38
H 3.28 -1.12 -2.32
H 3.65 -2.10 1.06
H -2.77 3.51 -1.39
H 5.17 0.53 -2.83
H -4.26 4.34 -0.65
H 1.45 0.44 2.32
H 2.64 1.63 0.53
H 2.68 0.49 -1.49
H -1.60 1.95 0.15
H 5.08 -1.11 -0.77
H 3.42 1.73 1.98
H -5.25 -0.02 -0.48
H 2.87 -0.52 2.48
H 0.10 0.91 0.85
H -5.75 -3.57 -0.28
H 2.87 -2.37 -0.13

Properties
- Electronic energy: -35855.67049 eV
- E_HOMO: -7.58 eV
- Charge: 0
- LUMO level: 0.4 eV
- Gap between HOMO and LUMO: 7.948 eV
- Max |F|: 17.2 eV Å⁻¹
- Energy relative to the best compared isomer or geometry (same formula, charge and spin): 367.0 kcal/mol

Löwdin population analysis, charges in e, atoms 1 to 5: number 1, S, carries 0.7401; number 2, O, carries 0.0073; number 3, O, carries -0.0803; number 4, O, carries -0.1185; number 5, N, carries -0.1079

***

Entry 4:
C15H22N2O3S | ωB97M-V with the def2-TZVPD basis set

Element x y z (Å)
S -3.35 3.27 -0.14
O -2.26 -2.61 -1.40
O 0.42 -0.13 1.22
O -3.72 -2.23 0.26
N 1.58 -0.52 -0.72
N -0.71 -0.52 -0.71
C -2.65 -1.94 -0.47
C 2.64 -2.00 1.57
C -2.90 0.54 -0.31
C 3.67 0.65 -0.95
C 2.89 -0.27 -0.25
C -4.52 3.08 1.24
C 5.79 1.94 -1.31
C 5.48 0.29 0.55
C -1.97 -0.66 -0.03
C 4.72 -0.64 1.23
C -2.28 1.83 0.17
C 3.42 -0.95 0.84
C -4.44 -3.40 -0.10
C 4.97 0.94 -0.57
C 0.45 -0.38 0.04
H -1.77 -0.70 1.05
H 2.14 -2.66 0.86
H -5.26 -3.48 0.61
H -3.97 3.07 2.18
H 5.15 -1.16 2.08
H -5.18 3.94 1.21
H -2.05 1.80 1.24
H 6.79 1.56 -1.50
H -4.82 -3.31 -1.12
H -5.10 2.17 1.12
H 5.33 2.20 -2.26
H 3.24 1.15 -1.81
H 3.30 -2.60 2.20
H -3.09 0.60 -1.39
H 1.88 -1.54 2.19
H 6.49 0.50 0.87
H -3.79 -4.27 -0.04
H -1.35 2.04 -0.37
H -0.66 -1.01 -1.59
H -3.85 0.36 0.19
H 5.89 2.86 -0.72
H 1.46 -0.44 -1.72

Properties
- Electronic energy: -35871.52890 eV
- E_HOMO: -8.44 eV
- Charge: 0
- LUMO level: 0.7 eV
- Gap between HOMO and LUMO: 9.116 eV
- SMILES string: COC(=O)[C@H](CCSC)NC(=O)Nc1cc(C)ccc1C
- Max |F|: 0.6 eV Å⁻¹
- Energy relative to the best compared isomer or geometry (same formula, charge and spin): 1.3 kcal/mol

Löwdin population analysis, charges in e, atoms 1 to 5: number 1, S, carries 0.7903; number 2, O, carries 0.1213; number 3, O, carries 0.0721; number 4, O, carries -0.0227; number 5, N, carries 0.1329

***

Entry 5:
C15H22N2OSe5W | ωB97M-V with the def2-TZVPD basis set

Element x y z (Å)
W 0.38 0.29 -0.44
Se 0.37 -1.60 1.22
Se 2.59 -1.35 2.01
Se 0.15 2.79 0.08
Se 3.75 -1.38 0.02
Se 2.84 0.62 -0.89
O -0.67 -0.15 -1.70
N -2.28 2.38 1.64
N -2.67 3.20 -0.35
C -1.55 1.88 2.81
C -3.91 3.05 0.27
C -4.69 2.27 2.43
C -0.98 3.00 3.66
C -5.20 3.33 -0.16
C -6.22 3.07 0.73
C -3.66 2.53 1.54
C -1.71 2.77 0.49
C -1.08 3.10 -4.46
C -2.49 3.62 -1.73
C -5.97 2.55 2.00
C -1.42 5.03 5.10
C -2.57 2.92 -4.16
C -2.04 3.93 4.25
C -2.85 2.52 -2.71
H -2.25 1.28 3.39
H -5.39 3.73 -1.15
H -3.11 3.84 -4.40
H -7.24 3.27 0.43
H -0.78 1.21 2.44
H -2.75 3.35 4.85
H -6.80 2.36 2.67
H -4.50 1.87 3.42
H -3.11 4.51 -1.89
H -2.97 2.15 -4.81
H -2.27 1.62 -2.47
H -0.53 2.20 -4.19
H -0.87 4.61 5.94
H -3.90 2.26 -2.60
H -0.41 2.54 4.48
H -0.26 3.57 3.07
H -0.92 3.30 -5.52
H -2.62 4.39 3.44
H -2.19 5.69 5.51
H -0.65 3.94 -3.91
H -1.45 3.92 -1.84
H -0.74 5.64 4.52

Properties
- Electronic energy: -349499.75994 eV
- E_HOMO (alpha / beta): -6.61 / -7.50 eV
- Charge: 0
- LUMO level (alpha / beta): -0.2 / -0.7 eV
- Gap between HOMO and LUMO (alpha / beta): 6.371 / 6.774 eV
- <S²>: 2.021
- Max |F|: 0.4 eV Å⁻¹
- Energy relative to the best compared isomer or geometry (same formula, charge and spin): 0.0 kcal/mol
- Spin multiplicity: 3

Löwdin population analysis, charges in e, atoms 1 to 5: number 1, W, carries 0.5011; number 2, Se, carries -0.0637; number 3, Se, carries -0.1019; number 4, Se, carries 0.6531; number 5, Se, carries -0.0731